A molecular structure, C7H11N3O3 in a non-equilibrium geometry, computed with ωB97M-V/def2-TZVPD.

XYZ file:
```
24
Properties=species:S:1:pos:R:3:lowdin_charge:R:1
C 0.0385 1.8357 0.1793 -0.46
H 2.3155 -0.0290 -2.3157 0.19
O -1.7196 -2.5950 0.0059 0.00
H -0.9409 -0.0595 1.5379 0.06
H 0.8643 -1.9409 2.1213 0.06
H -1.3489 0.3315 -0.8275 0.09
H -0.8519 2.7310 -1.6393 0.11
N 1.5247 0.2659 -1.6601 0.11
C 1.8876 0.1491 -0.3274 -0.57
C -0.2215 -1.9354 2.1011 -0.08
C -2.3093 -0.5416 -0.7074 -0.02
C -1.6514 -1.4280 0.3138 -0.72
H 1.2577 0.9009 1.4564 0.19
H -3.3964 0.0220 0.1201 0.19
C -0.0813 2.0570 -1.2805 -0.02
H -0.4317 -1.6935 3.3064 0.12
N 1.0062 0.7813 0.4500 0.17
C 0.6993 1.2970 -2.1444 -0.05
H 0.5728 1.3397 -3.2589 0.14
O -0.5383 2.2960 1.1378 0.08
N -1.0329 -0.9880 1.3733 0.00
H -2.6676 -1.3340 -1.7812 0.19
H -0.7705 -3.0255 1.9396 0.14
O 2.8505 -0.4836 0.0302 0.09
```

Computed properties:
Net charge ... 0
Calculated total energy ... -18046.7680 eV
LUMO energy ... -0.237 eV
Multiplicity ... 1
HOMO-LUMO gap ... 8.796 eV

A molecular structure, C7H11N3O3 in a non-equilibrium geometry, computed with ωB97M-V/def2-TZVPD.

XYZ file:
```
24
Properties=species:S:1:pos:R:3:lowdin_charge:R:1
C 2.8712 -0.4099 -0.1650 -0.53
C -1.5649 -1.0567 0.6829 -0.08
C -1.9243 1.2351 -0.1709 -0.49
H 1.3481 2.6729 0.0688 0.13
O 3.9174 -0.0992 0.4590 -0.01
C -2.8795 -1.3618 0.5650 0.01
C -3.8099 -0.3643 -0.0555 -0.46
H 1.6663 1.4336 1.7211 0.15
H -0.1578 0.4775 0.3729 0.07
H -3.8624 1.5786 -0.7218 0.18
H -3.2344 -2.3722 0.6909 0.11
H 3.1993 2.0725 0.8497 0.07
O -4.9903 -0.5537 -0.1868 0.08
H 3.6232 -1.7388 -1.3651 0.08
H 1.8278 -1.7614 -1.4045 0.04
N -1.0981 0.1783 0.3038 0.11
O -1.4559 2.3355 -0.3143 0.08
C 2.1418 1.7991 0.5054 -0.10
N -3.2145 0.8374 -0.4208 0.20
H 1.1271 0.7780 -0.9732 0.12
H -0.8292 -1.8513 0.9233 0.14
H 2.6246 -2.6421 -0.0994 0.11
C 2.6918 -1.7781 -0.8372 0.01
N 1.9826 0.5910 -0.4285 -0.03
```

Computed properties:
Net charge ... 0
Calculated total energy ... -18049.3501 eV
LUMO energy ... 0.366 eV
Multiplicity ... 1
HOMO-LUMO gap ... 10.010 eV

A gas-phase ion, C7H11N4 (charge +1) in a non-equilibrium geometry, computed with ωB97M-V/def2-TZVPD.

XYZ file:
```
22
Properties=species:S:1:pos:R:3:lowdin_charge:R:1
H 2.7455 -0.0513 -2.0210 0.18
H 3.1257 -1.1680 -0.1092 0.16
H -3.0602 0.1934 1.4909 0.18
C -1.0732 0.0919 0.5287 -0.16
H 1.0842 1.6744 -0.0616 0.02
N -2.2748 -0.3430 1.1278 0.10
C 2.1063 -0.7767 -0.4159 -0.14
H 0.2300 2.8018 1.0173 0.09
H 0.6151 0.3373 -3.1311 0.07
N 1.1337 -1.3782 0.4199 0.16
C -0.9170 1.4118 0.3524 -0.03
H -1.7456 2.0459 0.3846 0.11
N 1.8617 -0.2825 -1.5921 -0.05
H -0.1652 -0.6268 -1.6887 0.09
C 0.2749 2.2456 0.1325 -0.04
C -2.0522 -1.5907 1.5861 -0.11
H 1.2355 -2.0842 1.0346 0.11
C 0.7124 -0.1558 -2.2099 0.04
H -2.9408 -2.1204 1.9157 0.15
C -0.1051 -1.0550 0.6950 -0.20
H 0.0413 2.8568 -0.8187 0.14
N -0.8322 -2.0261 1.3629 0.13
```

Computed properties:
Net charge ... +1
Calculated total energy ... -13387.6899 eV
LUMO energy (spin up / spin down) ... -4.592 / -4.594 eV
Multiplicity ... 1
HOMO-LUMO gap (spin up / spin down) ... 6.397 / 6.390 eV

A molecular structure, C7H11N4O2 in a non-equilibrium geometry, computed with ωB97M-V/def2-TZVPD.

XYZ file:
```
24
Properties=species:S:1:pos:R:3:lowdin_charge:R:1
H 1.0267 2.5191 1.5846 0.11
C 2.0970 0.9336 0.2707 0.00
H 2.6842 1.6136 -0.3352 0.12
C 1.0674 1.4792 1.2826 -0.03
C 0.5844 0.9338 -0.0400 -0.44
H 0.1076 1.4040 -1.8848 0.18
H -1.2089 1.8164 -0.5414 0.06
C 1.2701 -2.1908 -0.5051 0.04
C -1.9327 -0.4461 0.1359 -0.09
H 0.4208 2.8005 -1.0129 0.20
C -0.2994 -0.2974 0.0206 0.06
N 0.0142 -1.6066 -0.1372 -0.09
O -2.3117 1.7781 -0.0021 0.08
O -3.9941 0.4626 0.2460 0.19
H 1.8150 -1.4417 -0.9892 0.08
H 1.7178 -2.4818 0.4867 0.14
N -0.0475 1.8352 -0.9342 0.15
N -2.2399 -1.7827 0.2569 0.19
H 0.8447 -3.0675 -0.9096 0.10
C -1.0805 -2.3876 0.0126 -0.11
H -0.9793 -3.3703 0.2147 0.11
H 2.5239 -0.0106 0.4377 0.08
H 0.7319 0.8832 2.2206 0.16
N -2.8116 0.6239 0.1219 -0.29
```

Computed properties:
Net charge ... +1
Calculated total energy ... -17480.2211 eV
LUMO energy ... -4.927 eV
Multiplicity ... 1
HOMO-LUMO gap ... 8.119 eV

2 unconnected molecules or ions with the total composition C7H11N4O2S in a non-equilibrium geometry, computed with ωB97M-V/def2-TZVPD.

XYZ file:
```
25
Properties=species:S:1:pos:R:3:lowdin_charge:R:1
H 1.6353 1.3748 2.9457 0.04
N -2.8680 -0.4911 1.9017 0.01
H 1.7889 2.1754 1.3115 0.01
O 1.8810 -2.7424 0.0193 -0.13
C -3.7139 -0.7628 -1.4088 -0.06
C 1.5525 1.3771 1.8750 -0.07
H 2.7865 -0.0851 -1.6940 0.10
H 1.0833 1.2299 -0.6607 0.11
C 1.3257 0.2673 1.2399 -0.68
N -3.5361 -0.2063 0.8635 0.00
C -1.8479 -1.6128 0.1683 -0.05
N -1.8034 -1.2879 1.4651 -0.05
H -0.9482 -1.4074 2.0430 -0.01
C 2.4814 -0.5292 -0.7258 -0.10
S 1.1658 -1.2279 2.2344 0.76
N -3.0497 -0.9854 -0.1243 -0.25
H 1.6331 -2.0985 1.2553 -0.14
C 1.1696 0.1941 -0.2847 -0.18
H 0.2515 -0.3858 -0.3813 0.06
H 3.0808 -0.3070 0.1160 0.08
H -4.7524 -1.0754 -1.2547 0.07
H -3.6355 0.3423 -1.6475 0.09
O 2.8499 -2.4920 -2.0102 0.00
H -3.1507 -1.2788 -2.1797 0.07
C 2.4217 -2.1047 -0.9553 -0.68
```

Computed properties:
Net charge ... -1
Calculated total energy ... -28326.3055 eV
LUMO energy ... 3.247 eV
Multiplicity ... 1
HOMO-LUMO gap ... 8.163 eV

A molecular structure, C7H11N4O3ReS3, computed with ωB97M-V/def2-TZVPD.

XYZ file:
```
29
Properties=species:S:1:pos:R:3:lowdin_spin:R:1
H -1.0135 -0.8565 -2.1981 0.00
N -0.6612 -0.6954 -1.2621 0.01
S -0.0859 -1.4107 1.2663 0.06
H -0.3490 5.3487 0.0628 0.00
N 1.0796 2.0192 2.9776 0.01
H 1.9746 1.8298 3.4187 0.00
C 1.8369 2.8127 -0.4348 0.05
C 0.4440 4.1024 1.6390 0.06
O -0.6285 4.7320 -2.5284 0.00
H 2.3744 2.3558 -1.2573 0.00
C 0.3196 4.5384 0.3244 0.02
H 0.3856 2.2567 3.6824 0.00
H -1.0877 -3.1447 -1.7129 0.00
H -1.2570 1.1907 -1.0464 0.02
C 1.9932 2.3555 0.8607 0.02
O 1.7593 4.4420 -3.0402 0.01
S 0.5591 3.9295 -2.4422 0.00
S -1.7419 1.9021 1.3264 0.78
H -0.7789 -3.6641 -0.0969 0.00
N -0.8246 -2.9131 -0.7669 0.00
C 1.1791 2.9365 1.8690 0.03
H 2.7896 1.6557 1.1226 0.01
N -0.4037 0.6426 -0.9141 0.02
Re 0.1795 0.9617 1.2053 1.84
H -0.1390 4.5475 2.4354 0.01
C 0.9286 3.8104 -0.6999 0.04
H 0.2872 1.0460 -1.5658 0.00
O 0.3384 2.4729 -2.6485 0.01
C -0.5576 -1.6787 -0.3769 0.02
```

Computed properties:
Net charge ... +1
Calculated total energy ... -54167.3980 eV
LUMO energy (spin up / spin down) ... -5.087 / -5.759 eV
Multiplicity ... 4
HOMO-LUMO gap (spin up / spin down) ... 6.423 / 6.177 eV

2 unconnected molecules or ions with the total composition C7H11N4OS in a non-equilibrium geometry, computed with ωB97M-V/def2-TZVPD.

XYZ file:
```
24
Properties=species:S:1:pos:R:3:lowdin_spin:R:1
C -0.9447 -0.8828 -1.5765 0.00
H 3.4571 -1.7658 1.3187 0.31
C -1.1163 -0.4211 0.8954 0.00
H -1.1388 -0.6769 -2.6992 0.00
N 2.4852 0.4687 0.7767 0.11
H 0.2568 -1.0938 2.2251 0.01
H -0.7309 -2.0145 -1.4056 0.00
H -0.6927 -2.4591 1.0940 0.00
H -0.0340 1.3985 1.3639 0.00
N 1.8998 1.4848 -0.9824 0.08
H -1.9313 2.7167 -0.0111 0.00
H 0.0233 -0.2908 -1.3179 0.00
C -0.4605 -1.4199 1.4416 0.02
N 1.9730 1.5861 0.2985 0.09
N 2.4837 0.3796 -1.3939 0.11
H -1.7335 1.4039 1.9270 0.00
C -1.9528 -0.4577 -0.4472 0.00
H -2.6652 -1.3047 -0.4765 0.00
O -2.5443 0.8326 -0.6276 0.00
C -1.5277 1.6915 -0.1837 0.00
S 3.6679 -1.7576 -0.1039 1.07
C 2.8450 -0.2631 -0.2546 0.18
H -0.5881 1.7740 -0.9847 0.00
C -1.0310 1.0715 1.1240 0.00
```

Computed properties:
Net charge ... -1
Calculated total energy ... -26274.8438 eV
LUMO energy (spin up / spin down) ... 3.379 / 0.610 eV
Multiplicity ... 3
HOMO-LUMO gap (spin up / spin down) ... 3.809 / 7.128 eV

2 unconnected molecules or ions with the total composition C7H11N4S in a non-equilibrium geometry, computed with ωB97M-V/def2-TZVPD.

XYZ file:
```
23
Properties=species:S:1:pos:R:3:lowdin_charge:R:1
H 2.0350 2.1635 -0.5660 -0.17
C -1.1907 -1.5797 -0.9387 -0.11
C 2.7054 0.1073 -0.0748 -0.88
H 0.4007 2.4508 0.7756 0.06
N 1.5116 -0.3049 -0.3044 -0.06
C -1.3490 -0.0311 -0.8251 -0.20
H -1.4831 0.4880 -1.7033 0.09
N 3.4858 -0.7765 0.5325 -0.06
H -0.4482 2.5900 -1.0059 0.05
S 3.3473 1.7798 -0.3440 0.66
H -2.9301 -1.3672 0.3456 0.06
H -0.4544 1.0399 2.3250 0.05
H 0.4718 -0.3289 1.6938 0.10
C -2.5148 -1.0340 -0.5508 -0.14
C -0.5022 0.2905 1.5789 -0.05
N 2.6525 -1.8364 0.6309 -0.14
H -1.3913 -0.2347 1.7070 0.04
H -0.5885 -2.0304 -0.1685 0.07
N 1.5671 -1.6059 0.0337 -0.12
H -1.1765 -1.8052 -1.9667 0.08
C -0.6358 0.8384 0.1650 -0.37
H -3.2988 -0.9037 -1.2676 0.08
C -0.2137 2.0905 -0.0723 -0.05
```

Computed properties:
Net charge ... -1
Calculated total energy ... -24230.5835 eV
LUMO energy ... 3.302 eV
Multiplicity ... 1
HOMO-LUMO gap ... 7.945 eV

2 unconnected molecules or ions with the total composition C7H11N5 in a non-equilibrium geometry, computed with ωB97M-V/def2-TZVPD.

XYZ file:
```
23
Properties=species:S:1:pos:R:3:lowdin_charge:R:1
H 0.2552 -0.4428 1.7797 0.08
H -0.1836 -2.5474 0.4806 0.11
H -2.2835 -3.6060 -0.9164 0.04
C -1.0608 -2.0301 0.8951 -0.15
C 3.3013 2.3076 -0.2015 -0.04
N 1.3980 3.1276 -1.3348 0.02
N 1.2920 1.0698 -0.3892 0.03
H -1.6729 -2.7942 1.4049 0.11
C -1.5926 0.0405 0.5736 -0.14
C -0.8004 -0.7209 1.6893 -0.12
H -0.9470 0.7750 0.0041 0.07
C -2.6696 -2.7562 -1.4791 -0.08
C 2.5969 1.1227 -0.1100 -0.12
H 4.3060 2.4347 0.1465 0.10
H 3.0136 0.1984 0.3063 0.12
H -3.2532 -2.9412 -2.3792 0.04
C 2.6177 3.3121 -0.8552 -0.13
N -1.8332 -1.2456 -0.0488 -0.22
H 3.0940 4.2742 -1.0454 0.11
N 0.7021 2.0812 -1.0116 -0.01
H -1.2708 -0.6818 2.6785 0.10
N -2.5182 -1.5328 -1.1196 -0.01
H -2.4911 0.5554 0.9324 0.10
```

Computed properties:
SMILES string ... C=NN1CCC1.c1cnnnc1
Net charge ... 0
Calculated total energy ... -14883.1393 eV
LUMO energy ... -0.070 eV
Multiplicity ... 1
HOMO-LUMO gap ... 7.467 eV

C7H11N7 in the gas phase in a non-equilibrium geometry, computed with ωB97M-V/def2-TZVPD.

XYZ file:
```
25
Properties=species:S:1:pos:R:3:lowdin_charge:R:1
H 2.7604 -1.9826 -0.9551 0.12
C 0.7332 1.1179 0.0651 -0.18
C 0.7341 -1.2464 -0.5585 -0.15
N -1.1701 -2.9430 -0.1694 -0.04
N 0.5550 3.4967 0.4497 0.11
N -2.0764 3.5749 1.0766 0.01
H -1.5162 -3.8581 -0.4564 0.13
C -0.0322 2.3610 0.4524 -0.38
C 2.1192 -1.1231 -0.7130 -0.02
N -1.3826 2.3663 0.7769 -0.06
C 0.0784 -0.0986 -0.1738 0.01
H -1.7714 1.4626 0.9939 0.11
C 2.7537 0.1107 -0.5329 -0.11
H -2.7114 -2.7511 1.1528 0.08
H -1.3995 4.3544 1.2339 0.08
H -1.2067 -2.3128 1.7878 0.09
N -1.8067 -2.3244 0.9587 0.01
H 3.8311 0.1886 -0.7218 0.11
H 1.2044 -2.9667 -2.3209 0.03
N 2.0637 1.1992 -0.1476 0.11
H -1.0008 -0.1252 -0.0542 0.10
H -2.6626 3.8440 0.2958 0.07
H 1.5267 3.4724 0.1805 0.03
C -0.0141 -2.5226 -0.8201 -0.36
N 0.3909 -3.2940 -1.8006 0.10
```

Computed properties:
SMILES string ... [H]/N=C(/NN)c1ccnc(/C(=N\[H])NN)c1
Net charge ... 0
Calculated total energy ... -17865.6319 eV
LUMO energy ... 0.005 eV
Multiplicity ... 1
HOMO-LUMO gap ... 8.504 eV